# 1
{"formula": "C7H38O14", "method": "ωB97M-V/def2-TZVPD", "e_tot_ha": -1342.68908, "e_homo_ha": -0.3092, "fmax_ev_per_a": 7.57, "species": ["C", "C", "C", "C", "C", "O", "C", "C", "H", "H", "H", "H", "H", "H", "H", "H", "H", "H", "H", "H", "H", "H", "O", "H", "H", "O", "H", "H", "O", "H", "H", "O", "H", "H", "O", "H", "H", "O", "H", "H", "O", "H", "H", "O", "H", "H", "O", "H", "H", "O", "H", "H", "O", "H", "H", "O", "H", "H", "O"], "coordinates": [[-1.789, -1.519, 2.771], [-0.938, -0.399, 2.067], [-1.085, -0.500, 0.518], [1.995, 0.704, -3.091], [1.825, 0.399, -1.823], [2.615, 0.874, -0.831], [0.561, -0.225, -1.297], [0.303, -0.291, 0.017], [-2.737, -1.749, 2.153], [-1.380, -2.380, 3.078], [-2.222, -1.034, 3.779], [0.113, -0.404, 2.348], [-1.213, 0.605, 2.548], [-1.673, -1.417, 0.354], [-2.002, 0.082, 0.127], [1.277, 0.244, -3.747], [2.790, 1.171, -3.531], [3.411, 1.325, -0.972], [-0.264, -0.498, -1.961], [1.155, -0.347, 0.833], [-4.229, -0.539, 1.341], [-4.325, 0.951, 0.901], [-4.095, 0.076, 0.535], [2.939, 3.884, 2.079], [3.533, 2.678, 1.520], [3.723, 3.559, 1.667], [1.027, 1.984, 0.810], [1.746, 1.095, 1.625], [1.347, 1.972, 1.737], [-2.200, -3.528, -3.018], [-1.503, -3.962, -1.800], [-2.159, -3.271, -2.149], [-2.421, 3.976, 1.951], [-2.368, 2.802, 0.972], [-2.901, 3.127, 1.718], [3.564, 0.580, 1.871], [4.167, -0.245, 3.082], [3.592, -0.312, 2.321], [-0.345, 3.683, -1.188], [-0.701, 2.400, -1.996], [-0.607, 2.841, -0.994], [0.019, -4.522, -0.381], [0.335, -4.659, -1.877], [-0.381, -4.900, -1.198], [-2.702, 2.455, -3.422], [-2.097, 1.087, -2.804], [-1.931, 1.944, -3.265], [2.909, -1.953, 1.357], [3.272, -3.185, 1.006], [2.599, -2.638, 0.918], [2.449, -3.884, -2.136], [1.436, -2.934, -1.705], [1.588, -3.737, -2.302], [-0.029, 2.605, 3.703], [-1.464, 3.138, 3.414], [-0.956, 2.534, 4.085], [-3.026, -0.238, -1.712], [-2.309, -1.389, -2.399], [-2.452, -0.431, -2.389]], "lowdin_charge": [-0.087, -0.235, -0.198, 0.076, -0.397, 0.041, -0.048, -0.108, 0.071, 0.001, 0.113, 0.072, 0.097, 0.100, 0.097, 0.071, 0.035, 0.093, 0.104, 0.113, 0.088, 0.047, -0.083, 0.021, -0.059, -0.016, 0.043, -0.015, -0.056, -0.007, 0.009, -0.060, 0.070, 0.022, -0.080, 0.054, 0.058, -0.037, -0.032, 0.110, -0.087, 0.077, 0.033, -0.092, 0.033, -0.004, -0.064, -0.085, -0.029, 0.071, -0.001, 0.099, -0.003, 0.037, 0.045, -0.126, -0.004, 0.034, -0.021]}

---

# 2
{"formula": "C7H3Br3N4S", "method": "ωB97M-V/def2-TZVPD", "e_tot_ha": -8607.56376, "e_homo_ha": -0.3494, "fmax_ev_per_a": 3.59, "species": ["C", "C", "C", "C", "C", "C", "C", "N", "N", "N", "N", "S", "Br", "Br", "Br", "H", "H", "H"], "coordinates": [[-5.008, 0.555, 1.973], [-4.972, -1.758, 1.227], [-0.199, 0.350, 1.070], [-2.490, 0.215, 0.505], [1.107, 0.090, 1.605], [-5.128, -0.398, 1.001], [-5.939, -0.039, -0.187], [-5.042, 1.375, 2.756], [-4.879, -2.872, 1.475], [-0.574, 1.154, 0.087], [-1.885, 0.970, -0.317], [-1.534, -0.483, 1.810], [-5.974, 1.844, -0.713], [-5.289, -1.024, -1.785], [-7.810, -0.363, 0.198], [0.970, -0.334, 2.543], [1.632, -0.516, 0.930], [1.845, 0.951, 1.763]], "lowdin_charge": [-0.329, -0.292, -0.655, -0.335, -0.098, -0.459, -1.559, 0.233, 0.230, 0.020, -0.026, 1.042, 0.642, 0.648, 0.690, 0.042, 0.075, 0.130]}

---

# 3
{"formula": "C7H3F3N2O2PtS3", "method": "ωB97M-V/def2-TZVPD", "e_tot_ha": -2141.03998, "e_homo_ha": -0.6168, "total_charge": 2, "fmax_ev_per_a": 2.29, "species": ["O", "S", "O", "C", "C", "S", "C", "C", "C", "N", "S", "N", "C", "C", "F", "F", "F", "H", "H", "H", "Pt"], "coordinates": [[-0.799, 1.344, 2.332], [0.187, 1.371, 1.311], [1.539, 1.609, 1.674], [0.108, -0.150, 0.369], [-0.437, -0.392, -0.953], [-1.190, 0.822, -1.972], [-0.387, -1.696, -1.532], [0.129, -2.751, -0.862], [0.657, -2.544, 0.457], [1.200, -3.437, 1.250], [1.614, -2.665, 2.623], [1.164, -1.210, 2.308], [0.635, -1.228, 1.043], [-0.213, 2.755, 0.161], [0.602, 2.597, -0.934], [0.080, 3.873, 0.753], [-1.488, 2.791, -0.182], [-2.307, 1.022, -1.252], [-0.800, -1.869, -2.514], [0.119, -3.731, -1.312], [-0.412, 3.488, -2.767]], "lowdin_charge": [-0.170, 0.758, -0.183, -0.128, -0.429, 1.078, -0.064, 0.085, -0.291, -0.123, 1.267, -0.176, -0.309, -0.716, -0.035, 0.239, 0.081, 0.007, 0.129, 0.152, 0.828]}

---

# 4
{"formula": "C7H3F6N3O8S2Ti", "method": "ωB97M-V/def2-TZVPD", "e_tot_ha": -3279.51882, "e_homo_ha": [-0.4993, -0.5089], "s_squared": 0.756, "total_charge": 1, "spin_multiplicity": 2, "fmax_ev_per_a": 4.64, "species": ["Ti", "F", "C", "F", "F", "S", "O", "O", "N", "S", "O", "O", "C", "F", "F", "F", "O", "C", "O", "C", "C", "N", "N", "C", "C", "O", "O", "H", "H", "H"], "coordinates": [[-0.648, -0.061, -0.486], [-1.529, -3.051, -4.527], [-2.004, -2.519, -3.352], [-2.420, -1.256, -3.653], [-3.079, -3.259, -2.980], [-0.535, -2.334, -2.047], [-1.213, -2.042, -0.733], [0.313, -3.523, -2.132], [-0.058, -0.793, -2.457], [1.222, 0.227, -2.444], [1.505, 0.967, -3.678], [1.238, 0.875, -1.115], [2.689, -0.935, -2.218], [3.823, -0.207, -2.146], [2.527, -1.659, -1.063], [2.768, -1.782, -3.259], [-1.185, 2.608, 5.124], [-0.498, 2.872, 4.010], [-0.265, 4.003, 3.641], [-0.059, 1.703, 3.118], [0.858, 0.680, 3.357], [0.882, -0.159, 2.264], [-0.053, 0.191, 1.362], [-0.639, 1.392, 1.828], [-1.568, 2.126, 0.909], [-2.191, 3.113, 1.272], [-1.726, 1.472, -0.292], [-1.160, 1.663, 5.325], [1.558, 0.685, 4.208], [1.446, -0.995, 2.162]], "lowdin_charge": [1.177, 0.133, -0.504, 0.120, 0.163, 0.800, -0.372, -0.206, -0.377, 0.750, -0.184, -0.317, -0.587, 0.164, 0.104, 0.159, 0.164, -0.452, 0.160, -0.008, 0.048, 0.065, -0.070, -0.040, -0.434, 0.188, -0.124, 0.128, 0.163, 0.186]}

---

# 5
{"formula": "C7H3NO5", "method": "ωB97M-V/def2-TZVPD", "e_tot_ha": -699.39193, "e_homo_ha": [-0.3361, -0.3361], "fmax_ev_per_a": 4.87, "species": ["C", "C", "C", "C", "C", "C", "C", "N", "O", "O", "O", "O", "O", "H", "H", "H"], "coordinates": [[0.823, -0.507, 0.121], [1.662, 0.625, 0.125], [0.552, -1.666, 0.040], [1.399, 1.987, -0.121], [4.398, 0.480, -0.120], [3.402, -1.206, -0.004], [2.927, 0.166, 0.190], [0.612, -2.958, -0.032], [5.224, 1.308, -0.203], [3.165, -2.342, 0.138], [0.967, 2.409, -1.172], [4.702, -0.765, -0.372], [1.637, 2.804, 0.943], [1.566, -3.213, 0.127], [-0.116, -3.629, 0.224], [1.762, 3.721, 0.612]], "lowdin_charge": [0.068, -0.070, -0.126, -0.466, -0.447, -0.334, 0.051, 0.125, 0.185, 0.180, 0.159, 0.194, 0.131, 0.073, 0.129, 0.149]}

---

# 6
{"formula": "C7H40B3CrO7", "method": "ωB97M-V/def2-TZVPD", "e_tot_ha": -1936.05480, "e_homo_ha": [-0.3534, -0.3534], "s_squared": 3.789, "spin_multiplicity": 4, "fmax_ev_per_a": 1.67, "species": ["Cr", "B", "H", "H", "H", "H", "B", "H", "H", "H", "H", "B", "H", "H", "H", "H", "C", "O", "H", "H", "H", "H", "C", "O", "H", "H", "H", "H", "C", "O", "H", "H", "H", "H", "C", "O", "H", "H", "H", "H", "C", "O", "H", "H", "H", "H", "C", "O", "H", "H", "H", "H", "C", "O", "H", "H", "H", "H"], "coordinates": [[-3.330, -13.090, -7.777], [-1.441, -11.855, -7.710], [-2.392, -11.074, -7.910], [-1.491, -12.138, -6.552], [-1.649, -12.791, -8.417], [-0.441, -11.261, -7.982], [-5.433, -14.157, -8.344], [-6.404, -13.566, -8.742], [-5.615, -15.333, -8.201], [-4.563, -14.036, -9.147], [-5.077, -13.648, -7.319], [-2.510, -15.048, -7.354], [-1.732, -14.379, -6.731], [-3.561, -14.946, -6.831], [-2.624, -14.720, -8.493], [-2.150, -16.187, -7.420], [-3.010, -13.502, -11.185], [-3.150, -12.637, -10.054], [-3.677, -13.217, -11.997], [-1.967, -13.533, -11.505], [-3.277, -14.521, -10.904], [-3.000, -11.745, -10.382], [-4.287, -18.244, -6.248], [-4.141, -18.604, -7.599], [-5.139, -17.566, -6.082], [-4.539, -19.115, -5.641], [-3.426, -17.732, -5.810], [-3.695, -17.879, -8.049], [-3.280, -11.533, -4.914], [-3.561, -12.648, -5.751], [-2.327, -11.096, -5.193], [-4.094, -10.807, -4.944], [-3.174, -11.854, -3.873], [-4.151, -13.278, -5.274], [-1.594, -17.924, -10.156], [-2.920, -17.595, -10.533], [-1.424, -17.455, -9.185], [-1.424, -18.997, -10.033], [-0.850, -17.511, -10.844], [-3.188, -18.148, -11.272], [0.874, -15.416, -8.259], [0.288, -15.008, -9.494], [0.431, -14.847, -7.431], [0.556, -16.443, -8.080], [1.957, -15.302, -8.233], [0.668, -14.145, -9.681], [-0.452, -17.823, -5.313], [-1.022, -16.561, -5.006], [0.504, -17.722, -5.839], [-0.300, -18.375, -4.389], [-1.102, -18.424, -5.959], [-1.492, -16.266, -5.796], [-5.252, -14.535, -3.324], [-5.142, -14.403, -4.759], [-4.914, -15.530, -3.040], [-4.620, -13.775, -2.875], [-6.281, -14.400, -2.994], [-5.961, -14.743, -5.129]], "lowdin_charge": [0.812, -0.335, 0.040, -0.008, -0.028, 0.025, -0.320, 0.006, 0.022, -0.034, -0.034, -0.416, 0.034, 0.004, 0.036, 0.046, -0.080, -0.212, 0.095, 0.095, 0.084, 0.111, -0.174, -0.105, 0.072, 0.079, 0.057, 0.043, -0.080, -0.240, 0.072, 0.100, 0.095, 0.041, -0.155, -0.114, 0.048, 0.083, 0.078, 0.078, -0.143, -0.126, 0.073, 0.066, 0.082, 0.075, -0.164, -0.137, 0.068, 0.076, 0.073, -0.022, -0.075, -0.131, 0.088, 0.079, 0.088, 0.109]}